1.
# C22H15BrCsN3O2

A molecular structure, C22H15BrCsN3O2 (ωB97M-V/def2-TZVPD, OMol25).

Positions of all 44 atoms, in Å:
Cs: -1.750419 -2.578766 -0.911856
Br: 5.199008 -1.548361 -4.434340
C: 3.961642 -1.648997 -3.000329
C: 4.353910 -2.226304 -1.804046
C: 3.450650 -2.297419 -0.757466
C: 2.155457 -1.796752 -0.896376
C: 1.773605 -1.249465 -2.120701
C: 2.676766 -1.160002 -3.165690
N: 1.204697 -1.877255 0.131459
C: 1.504790 -1.577391 1.320646
C: 0.506200 -1.687202 2.400081
C: 0.828054 -1.374060 3.712402
C: -0.164979 -1.453364 4.678381
C: -1.441132 -1.824937 4.301065
C: -1.673788 -2.120155 2.959616
N: -0.723470 -2.067606 2.042705
H: 5.353618 -2.621554 -1.690141
H: 3.735073 -2.767359 0.176288
H: 0.768184 -0.864986 -2.245707
H: 2.381702 -0.717427 -4.106913
H: 2.500584 -1.203996 1.585909
H: 1.833709 -1.065909 3.969362
H: 0.056050 -1.214482 5.710282
H: -2.244759 -1.875339 5.022274
H: -2.665043 -2.382722 2.605107
O: -4.204229 -0.965635 0.035078
C: -3.890491 -0.533514 -1.092748
O: -3.801933 -1.188636 -2.156377
C: -3.218388 0.831725 -1.075538
C: -3.927535 2.055346 -1.105708
C: -3.237697 3.222312 -1.013651
C: -1.832418 3.187485 -0.848991
C: -1.040914 4.348698 -0.705007
C: 0.308880 4.256023 -0.513383
C: 0.926188 2.990513 -0.447800
C: 0.184050 1.850171 -0.590603
C: -1.210769 1.915157 -0.809393
N: -1.912090 0.753445 -0.957933
H: -5.004431 2.030283 -1.203106
H: -3.742938 4.180966 -1.046848
H: -1.523460 5.318669 -0.743615
H: 0.909435 5.149648 -0.402736
H: 1.994110 2.925170 -0.280921
H: 0.644525 0.873982 -0.522738

Atomic forces in eV per Å
Cs 0.15 -0.26 0.08
Br -0.07 0.00 0.07
C 0.10 -0.03 -0.02
C 0.02 0.01 -0.03
C -0.13 0.03 0.17
C 0.40 0.01 -0.18
C -0.09 0.02 0.06
C 0.00 0.02 -0.06
N -0.23 -0.04 -0.19
C 0.21 0.01 -0.03
C -0.27 0.00 0.22
C 0.12 0.03 -0.09
C -0.02 0.00 0.06
C 0.00 0.01 -0.01
C 0.07 0.09 0.13
N -0.09 -0.02 -0.22
H 0.00 0.00 -0.02
H 0.04 -0.01 -0.03
H 0.00 0.02 0.02
H -0.01 0.00 0.01
H -0.02 -0.01 0.08
H 0.00 0.00 0.00
H 0.00 0.00 0.00
H -0.02 -0.01 -0.02
H -0.02 -0.02 0.06
O -0.24 0.10 0.05
C 0.57 -0.40 0.08
O -0.41 0.38 -0.21
C 0.06 -0.08 0.00
C -0.10 0.02 -0.02
C -0.04 0.01 0.00
C 0.13 -0.21 0.00
C 0.02 0.07 0.00
C 0.01 0.05 0.00
C -0.07 -0.08 -0.01
C 0.11 0.03 0.01
C -0.11 0.14 -0.03
N -0.02 0.16 0.12
H 0.00 0.04 0.00
H -0.01 -0.01 0.00
H -0.01 -0.01 0.00
H -0.02 0.01 0.00
H 0.00 -0.01 0.00
H 0.00 -0.05 -0.04

The value obtained for the energy above the lowest of the compared OMol25 structures with the same formula, charge and spin is 0.000 eV. The HOMO-LUMO gap is 7.44 eV. Its multiplicity is 1.


2.
# C33H48F7N3O7PtSSi

A molecular structure, C33H48F7N3O7PtSSi in a non-equilibrium geometry (ωB97M-V/def2-TZVPD, OMol25).

Positions of all 101 atoms, in Å:
Pt: 1.276937 -0.384236 -0.486103
C: 5.468537 -1.168036 0.813897
C: 5.010637 -1.148036 -0.644603
C: 6.170437 -0.759536 -1.559503
C: 4.439637 -2.508136 -1.038703
O: 3.949637 -0.202736 -0.772503
Si: 3.941937 1.410664 -0.857203
S: 1.821137 1.819164 -0.781203
O: 4.790737 2.225764 0.255097
C: 4.578837 2.697664 1.582097
C: 3.714437 1.743864 2.398697
C: 5.974137 2.820364 2.206397
C: 3.923037 4.078664 1.499797
O: 4.610637 1.802664 -2.274903
C: 4.643537 2.971764 -3.072603
C: 3.402437 2.987664 -3.967003
C: 5.913037 2.875864 -3.926403
C: 4.682237 4.230264 -2.211103
H: 6.219337 -1.940536 0.967197
H: 4.609337 -1.364736 1.451297
H: 5.897537 -0.202636 1.072097
H: 6.960737 -1.503136 -1.493803
H: 6.566137 0.210264 -1.267703
H: 5.823137 -0.693536 -2.587003
H: 5.167337 -3.295836 -0.856803
H: 4.166337 -2.512436 -2.089503
H: 3.542037 -2.703536 -0.458703
H: 4.207737 0.785264 2.522697
H: 2.761237 1.559164 1.909797
H: 3.516537 2.164364 3.380497
H: 6.440737 1.840364 2.271397
H: 5.903537 3.244264 3.204497
H: 6.597937 3.461064 1.587097
H: 2.945837 3.994464 1.031897
H: 4.543837 4.746664 0.907197
H: 3.804837 4.496264 2.495697
H: 3.384637 2.097564 -4.589403
H: 3.410937 3.869764 -4.602003
H: 2.508637 2.993664 -3.348803
H: 5.910437 1.940464 -4.478903
H: 6.791737 2.897564 -3.287403
H: 5.960637 3.704164 -4.629203
H: 3.773937 4.296564 -1.620503
H: 4.767137 5.108764 -2.844803
H: 5.531137 4.187064 -1.535503
F: -4.754163 2.023964 -1.301103
C: -4.405763 0.721164 -1.086703
C: -3.104263 0.347164 -1.331603
C: -2.692663 -0.979436 -1.157203
C: -1.313463 -1.353536 -1.416003
O: -0.463763 -0.513636 -1.826203
C: -1.019363 -2.747536 -1.197803
C: -1.977263 -3.612036 -0.804403
N: -3.272163 -3.243036 -0.532003
C: -4.196563 -4.218836 -0.045703
C: -3.748063 -5.268236 0.924897
C: -4.648163 -4.165236 1.387997
C: -3.643363 -1.929036 -0.711903
C: -4.944163 -1.511136 -0.439003
C: -5.355163 -0.184736 -0.623603
N: -6.703063 0.137764 -0.281003
C: -7.751963 -0.623536 -0.931603
C: -8.873463 -0.822936 0.112297
N: -8.684063 0.235364 1.137197
C: -8.495863 1.556464 0.489597
C: -7.099263 1.530264 -0.168603
C: 0.425237 -3.275536 -1.270103
O: 0.613537 -4.361736 -1.793103
O: 1.284337 -2.560936 -0.679103
H: -2.369163 1.069164 -1.645303
H: -1.745163 -4.657636 -0.684003
H: -4.925463 -4.528836 -0.790003
H: -2.724963 -5.264236 1.267097
H: -4.162963 -6.258236 0.810597
H: -4.215963 -3.397436 2.010597
H: -5.679463 -4.392036 1.616997
H: -5.650963 -2.228036 -0.052203
H: -7.365563 -1.584136 -1.266303
H: -8.141463 -0.094036 -1.812803
H: -8.799563 -1.795636 0.601297
H: -9.861263 -0.729836 -0.339803
H: -7.776063 0.025164 1.584897
H: -9.440563 0.241764 1.825097
H: -8.566863 2.350164 1.234197
H: -9.288463 1.701264 -0.246303
H: -6.368463 2.046664 0.454797
H: -7.143863 2.046564 -1.137403
C: -0.441063 -1.951736 2.351797
C: 0.341837 -0.635436 2.541697
O: 1.459037 -0.528436 1.822797
C: 0.699237 -0.508136 4.051497
F: 1.539837 -1.470536 4.439397
F: -0.381363 -0.622936 4.862597
F: 1.268437 0.655564 4.376397
C: -0.645663 0.529264 2.220897
F: -1.810863 0.476564 2.918397
F: -0.147363 1.744464 2.439097
F: -1.030063 0.483264 0.935397
H: 0.195737 -2.777736 2.657597
H: -0.660463 -2.052736 1.291497
H: -1.363463 -1.948136 2.928797

Atomic forces in eV per Å
Pt 0.57 -1.56 0.87
C -0.18 0.03 -0.29
C 0.52 -0.53 0.11
C -0.28 -0.01 0.12
C 0.00 0.37 0.20
O 0.16 -0.44 0.18
Si -1.60 0.60 0.04
S 0.15 0.21 0.17
O 0.40 -0.12 0.01
C 0.07 0.23 0.53
C 0.04 0.09 -0.33
C -0.34 -0.03 -0.24
C 0.13 -0.32 -0.09
O 0.34 -0.07 -0.43
C 0.07 0.24 -0.38
C 0.22 -0.03 0.23
C -0.33 0.00 0.25
C 0.08 -0.34 -0.10
H 0.07 -0.08 0.02
H -0.06 -0.02 0.13
H 0.05 0.10 0.11
H 0.11 -0.09 0.02
H 0.15 0.12 -0.01
H 0.01 0.01 -0.13
H 0.12 -0.06 0.00
H -0.07 -0.01 -0.17
H -0.02 -0.10 0.00
H 0.08 -0.16 0.05
H -0.10 0.00 0.00
H 0.01 0.06 0.17
H 0.06 -0.10 0.02
H 0.01 0.05 0.15
H 0.09 0.09 -0.04
H -0.15 -0.01 -0.04
H 0.07 0.11 -0.07
H -0.03 0.07 0.15
H -0.02 -0.13 -0.10
H -0.02 0.13 -0.13
H -0.12 0.00 0.02
H 0.00 -0.11 -0.09
H 0.13 0.01 0.07
H 0.04 0.11 -0.09
H -0.18 0.12 0.14
H -0.02 0.15 -0.05
H 0.11 0.05 0.11
F 0.05 -0.33 0.03
C 0.37 0.32 -0.15
C -0.21 -0.37 0.21
C -0.82 0.34 -0.09
C 1.14 0.13 -0.43
O -1.25 -0.46 0.17
C 0.68 0.19 0.02
C -0.23 0.41 -0.13
N 0.65 -0.05 0.04
C -0.38 -0.25 -0.05
C 0.03 -0.01 0.01
C -0.08 0.03 0.05
C 0.22 0.29 -0.10
C -0.31 0.60 -0.06
C 0.27 -0.86 0.20
N 0.28 0.05 -0.22
C -0.12 -0.09 -0.07
C 0.04 -0.52 -0.59
N -0.11 -0.05 0.54
C 0.15 0.65 -0.30
C 0.18 0.25 -0.01
C -0.57 -0.02 -0.03
O -0.14 -0.35 -0.09
O 0.09 1.09 0.45
H 0.11 0.17 -0.11
H 0.04 -0.09 0.01
H -0.02 -0.01 0.07
H 0.07 0.13 0.01
H -0.05 -0.01 -0.08
H 0.14 0.09 0.01
H -0.08 -0.07 -0.06
H -0.08 -0.03 0.07
H -0.11 0.08 0.03
H 0.03 -0.04 0.03
H 0.01 0.14 0.08
H 0.01 0.11 0.19
H -0.31 -0.04 0.05
H 0.20 -0.03 -0.07
H -0.04 -0.16 0.00
H -0.01 -0.15 0.14
H -0.11 0.01 -0.05
H -0.03 -0.06 0.17
C 0.10 0.21 0.03
C -0.66 0.20 0.19
O 0.77 0.20 -1.20
C 0.00 0.02 0.21
F 0.24 -0.30 -0.17
F -0.29 -0.08 0.02
F 0.18 0.19 -0.15
C -0.16 0.12 0.14
F -0.23 -0.12 0.28
F 0.21 0.08 -0.08
F -0.18 0.04 -0.27
H 0.03 -0.06 -0.03
H 0.03 -0.05 -0.02
H -0.10 -0.13 0.05

The HOMO-LUMO gap (alpha / beta) is 4.32 / 4.33 eV. Its multiplicity is 1.


3.
# C4H6N2

A single C4H6N2 molecule in a non-equilibrium geometry (ωB97M-V/def2-TZVPD, OMol25).

Positions of all 12 atoms, in Å:
N: -1.710353 -1.967720 1.158317
C: -1.295244 -0.938771 0.823995
C: -0.772719 0.363600 0.346302
C: 0.725022 0.573996 0.630480
C: 0.962901 -0.141209 -0.698627
N: -0.372817 0.368472 -1.070163
H: -1.456720 1.158987 0.661465
H: 0.872693 1.598076 0.340920
H: 1.150339 0.203997 1.579462
H: 1.021268 -1.236917 -0.643916
H: 1.792133 0.260624 -1.282755
H: -0.916041 -0.197937 -1.696422

Atomic forces in eV per Å
N 0.46 1.13 -0.35
C -0.33 -0.90 0.24
C -0.18 0.15 0.09
C -0.01 -0.90 0.65
C 0.31 0.02 -0.20
N -0.30 -0.20 -0.33
H 0.05 -0.17 -0.14
H 0.46 0.65 0.82
H -0.09 0.48 -0.55
H -0.02 0.19 0.11
H -0.10 -0.19 -0.15
H -0.26 -0.26 -0.20

The value obtained for the energy above the lowest of the compared OMol25 structures with the same formula, charge and spin is 1.736 eV. Its SMILES is N#C[C@H]1CCN1. The HOMO-LUMO gap is 11.03 eV. Its multiplicity is 1.


4.
# C19H20N8O8S2W

A molecular structure, C19H20N8O8S2W (ωB97M-V/def2-TZVPD, OMol25).

Positions of all 58 atoms, in Å:
W: -1.181510 -0.450690 -0.530798
N: -1.884657 -2.367711 -1.527410
C: -3.325264 -2.599636 -1.283429
C: -3.771973 -1.918658 -0.002549
O: -4.803089 -2.250975 0.556133
N: -2.933605 -0.939091 0.413349
C: -3.278711 -0.235577 1.633847
C: -2.011134 0.370815 2.200191
O: -1.940123 0.874913 3.290012
O: -0.976825 0.279786 1.370599
H: -1.709653 -2.251646 -2.524998
H: -1.330144 -3.158280 -1.219070
H: -3.564737 -3.659806 -1.225825
H: -3.887501 -2.159293 -2.105068
H: -3.732096 -0.907042 2.363974
H: -3.997729 0.567971 1.449710
N: 4.234743 1.957267 4.642950
C: 3.817044 1.452447 3.424846
C: 2.641239 1.927689 2.831934
C: 2.243192 1.460423 1.598647
C: 3.016921 0.507168 0.944927
C: 4.178163 0.015514 1.521579
C: 4.582482 0.495150 2.752199
S: 2.473925 -0.127082 -0.590331
O: 2.209566 0.980927 -1.480480
O: 3.382461 -1.139787 -1.031805
N: 1.005808 -0.792508 -0.266569
C: 0.909691 -1.808071 0.620976
N: 1.881587 -2.382639 1.323126
C: 1.484278 -3.307616 2.185465
C: 0.154116 -3.674420 2.387461
C: -0.787749 -3.025146 1.618702
N: -0.397061 -2.127187 0.723684
H: 3.525760 2.386079 5.213866
H: 4.882567 1.391201 5.164330
H: 2.034982 2.659817 3.350983
H: 1.324675 1.818086 1.150311
H: 4.746178 -0.745780 1.005316
H: 5.493105 0.123222 3.206199
H: 2.272472 -3.784428 2.758257
H: -0.123805 -4.418737 3.116750
H: -1.854109 -3.205895 1.702854
S: -0.866008 2.077026 -0.502869
C: -0.794576 2.583803 -2.163424
N: 0.284194 2.249280 -2.893977
C: 0.428115 2.546472 -4.192022
C: -0.537268 3.267488 -4.842737
C: -1.660750 3.670746 -4.119248
C: -1.791926 3.332162 -2.790371
H: 1.002717 1.677836 -2.413931
H: 1.329381 2.182514 -4.662911
H: -0.422121 3.503931 -5.889357
H: -2.442549 4.235780 -4.609476
H: -2.665889 3.600510 -2.216464
O: -2.088667 -0.577757 -4.030116
N: -1.716677 0.032608 -3.026523
O: -2.564809 0.113635 -1.933182
O: -0.496646 -0.326809 -2.448240

Atomic forces in eV per Å
W -0.08 -0.02 0.02
N 0.00 0.02 0.00
C 0.00 0.00 0.00
C -0.02 0.03 -0.03
O 0.01 -0.01 0.01
N 0.00 -0.01 0.00
C 0.00 0.00 0.00
C 0.02 0.00 0.00
O 0.00 0.00 0.00
O 0.02 -0.03 -0.03
H 0.01 0.00 0.00
H 0.00 0.00 0.00
H 0.00 0.00 0.00
H 0.00 0.00 0.01
H 0.00 0.00 0.00
H 0.00 0.00 0.00
N 0.00 0.00 0.00
C -0.01 0.01 0.00
C 0.00 0.00 0.00
C 0.00 0.00 -0.01
C 0.00 0.00 0.01
C 0.01 0.00 0.00
C 0.00 0.00 0.00
S -0.01 0.00 -0.01
O 0.00 0.00 -0.01
O 0.00 0.00 0.00
N 0.04 0.01 0.01
C -0.02 0.00 0.01
N -0.01 0.01 0.00
C 0.01 -0.01 -0.01
C 0.01 0.01 0.00
C 0.00 -0.02 -0.01
N -0.01 0.04 -0.01
H 0.00 0.00 0.00
H 0.00 0.00 0.00
H 0.00 0.00 0.00
H 0.00 0.00 0.00
H 0.00 0.00 0.00
H 0.00 0.00 0.00
H 0.00 0.00 0.01
H -0.01 0.00 0.00
H 0.00 0.00 0.00
S 0.00 0.01 0.00
C 0.00 0.01 0.02
N 0.00 -0.01 0.00
C 0.00 0.00 0.01
C 0.00 0.00 -0.01
C 0.00 0.00 0.01
C 0.00 0.00 -0.01
H 0.00 0.01 0.00
H 0.00 0.00 0.00
H 0.00 0.00 0.00
H 0.00 0.00 0.00
H 0.00 0.00 0.00
O 0.00 0.01 -0.01
N -0.01 -0.03 0.02
O 0.07 -0.02 0.01
O 0.00 -0.01 -0.02

The value obtained for the energy above the lowest of the compared OMol25 structures with the same formula, charge and spin is 0.000 eV. The HOMO-LUMO gap (alpha / beta) is 7.50 / 7.69 eV. Its multiplicity is 3.


Which value of multiplicity does entry 2 give?
1


What did the third record say?
# C4H6N2

A single C4H6N2 molecule in a non-equilibrium geometry (ωB97M-V/def2-TZVPD, OMol25).

Positions of all 12 atoms, in Å:
N: -1.710353 -1.967720 1.158317
C: -1.295244 -0.938771 0.823995
C: -0.772719 0.363600 0.346302
C: 0.725022 0.573996 0.630480
C: 0.962901 -0.141209 -0.698627
N: -0.372817 0.368472 -1.070163
H: -1.456720 1.158987 0.661465
H: 0.872693 1.598076 0.340920
H: 1.150339 0.203997 1.579462
H: 1.021268 -1.236917 -0.643916
H: 1.792133 0.260624 -1.282755
H: -0.916041 -0.197937 -1.696422

Atomic forces in eV per Å
N 0.46 1.13 -0.35
C -0.33 -0.90 0.24
C -0.18 0.15 0.09
C -0.01 -0.90 0.65
C 0.31 0.02 -0.20
N -0.30 -0.20 -0.33
H 0.05 -0.17 -0.14
H 0.46 0.65 0.82
H -0.09 0.48 -0.55
H -0.02 0.19 0.11
H -0.10 -0.19 -0.15
H -0.26 -0.26 -0.20

The value obtained for the energy above the lowest of the compared OMol25 structures with the same formula, charge and spin is 1.736 eV. Its SMILES is N#C[C@H]1CCN1. The HOMO-LUMO gap is 11.03 eV. Its multiplicity is 1.